# 1
Formula: C4H11N3O
Source: the Open Molecules 2025 dataset
Level of theory: the ωB97M-V functional and the def2-TZVPD basis

Summary:
**Maximum force**: 6.96 eV Å⁻¹
**Energy relative to the best compared isomer or geometry (same formula, charge and spin)**: 1121.7 kJ/mol
**Kohn-Sham gap**: 8.872 eV
**E_LUMO**: 0.80 eV

The geometry in ORCA input format:
```
! wB97M-V def2-TZVPD RIJCOSX def2/J DEFGRID3
* xyz 0 1
C 1.614 2.029 0.250
C 0.466 -0.106 -0.146
C -1.426 -1.364 0.637
C -1.605 0.804 -0.583
H 1.643 1.946 1.521
H 2.665 1.401 -0.151
H 1.501 3.104 -0.080
H 2.394 -2.656 0.162
H 1.194 -2.041 -1.073
H -2.875 -1.162 0.527
H -1.228 -0.748 1.729
H -1.003 -2.726 0.403
H -2.396 0.725 -1.758
H -1.357 1.766 -1.035
H -2.209 1.078 0.484
N 1.566 -0.718 0.137
N 1.392 -2.017 -0.042
N -0.790 -0.581 -0.673
O 0.455 1.266 -0.309
*
```

---

# 2
Formula: C10H27INO4
Source: the Open Molecules 2025 dataset
Level of theory: the ωB97M-V functional and the def2-TZVPD basis

Summary:
**Maximum force**: 2.84 eV Å⁻¹
**Energy relative to the best compared isomer or geometry (same formula, charge and spin)**: 230.8 kJ/mol
**Kohn-Sham gap**: 6.150 eV
**E_LUMO**: 2.63 eV

The geometry in ORCA input format:
```
! wB97M-V def2-TZVPD RIJCOSX def2/J DEFGRID3
* xyz -1 1
I -0.020 1.821 -3.098
C -2.589 -3.761 -0.370
O -3.410 -2.675 0.010
H -2.814 -4.731 0.074
H -2.503 -3.987 -1.433
H -1.547 -3.469 -0.239
H -3.025 -1.898 -0.401
C 3.454 5.303 5.783
O 2.949 4.063 5.301
C 1.719 4.355 4.630
C 1.060 3.046 4.131
N 2.065 2.176 3.444
C 1.769 0.842 3.894
C 2.830 -0.144 3.432
O 4.081 0.151 4.204
C 5.270 -0.564 3.599
H 2.809 5.697 6.569
H 3.648 6.118 5.086
H 4.453 5.129 6.182
H 1.893 4.993 3.764
H 0.976 4.797 5.293
H 0.217 3.292 3.485
H 0.682 2.648 5.072
H 1.819 2.202 2.465
H 0.839 0.479 3.458
H 1.708 0.807 4.982
H 3.016 -0.278 2.366
H 2.422 -1.126 3.673
H 5.517 -0.213 2.597
H 5.006 -1.609 3.436
H 6.134 -0.464 4.256
C -4.530 -1.877 -8.955
C -4.008 -2.578 -7.694
C -4.507 -4.016 -7.415
O -2.573 -2.504 -7.780
H -5.617 -1.796 -8.930
H -4.416 -2.366 -9.922
H -4.226 -0.830 -8.947
H -4.342 -2.102 -6.771
H -5.235 -4.467 -8.088
H -4.885 -4.135 -6.399
H -3.625 -4.656 -7.432
H -2.467 -1.673 -7.311
*
```

---

# 3
Formula: C53H44As2N4O6PbSSe
Source: the Open Molecules 2025 dataset
Level of theory: the ωB97M-V functional and the def2-TZVPD basis

Summary:
**Maximum force**: 1.91 eV Å⁻¹
**Energy relative to the best compared isomer or geometry (same formula, charge and spin)**: 124.9 kJ/mol
**Kohn-Sham gap**: 7.231 eV
**E_LUMO**: -0.35 eV

The geometry in ORCA input format:
```
! wB97M-V def2-TZVPD RIJCOSX def2/J DEFGRID3
* xyz 0 1
Pb -0.807 -1.790 0.089
O -0.332 -0.984 -2.179
C -1.115 -0.582 -3.141
C -0.777 -0.854 -4.480
C -1.472 -0.323 -5.539
C -2.549 0.523 -5.308
C -2.950 0.754 -4.011
C -2.281 0.197 -2.915
C -2.881 0.350 -1.608
N -2.807 -0.493 -0.589
C -3.695 -0.067 0.348
C -4.298 1.077 -0.077
N -3.783 1.327 -1.317
H 0.054 -1.530 -4.642
H -1.180 -0.577 -6.547
H -3.096 0.968 -6.123
H -3.839 1.345 -3.840
H -3.877 -0.650 1.230
H -5.029 1.708 0.384
H -4.003 2.121 -1.895
S 2.189 -1.520 -0.178
C 3.702 -0.625 -0.525
C 4.602 -0.029 0.332
C 5.693 0.622 -0.233
C 5.836 0.696 -1.607
C 4.914 0.093 -2.458
C 3.859 -0.620 -1.918
As 2.026 -1.312 -2.383
C 1.661 0.501 -3.063
C 1.551 0.805 -4.413
C 1.214 2.096 -4.792
C 1.045 3.085 -3.840
C 1.251 2.799 -2.500
C 1.534 1.503 -2.114
C 2.303 -2.582 -3.844
C 1.401 -3.565 -4.206
C 1.702 -4.412 -5.262
C 2.885 -4.260 -5.964
C 3.779 -3.265 -5.606
C 3.500 -2.431 -4.537
H 4.456 -0.062 1.401
H 6.437 1.082 0.402
H 6.666 1.240 -2.035
H 5.037 0.195 -3.528
H 1.723 0.045 -5.166
H 1.078 2.333 -5.838
H 0.753 4.081 -4.136
H 1.185 3.582 -1.757
H 1.649 1.256 -1.063
H 0.479 -3.708 -3.661
H 1.002 -5.190 -5.519
H 3.119 -4.924 -6.782
H 4.704 -3.140 -6.149
H 4.213 -1.678 -4.226
C 0.967 -0.466 5.106
C -0.054 -0.834 4.052
O 0.041 -0.489 2.886
N -1.095 -1.563 4.512
C -2.000 -2.264 3.613
C -1.309 -3.534 3.179
C -1.471 -4.721 3.876
C -0.657 -5.799 3.556
C 0.318 -5.632 2.588
C 0.400 -4.410 1.934
N -0.397 -3.393 2.218
H 1.765 0.106 4.641
H 1.385 -1.367 5.552
H 0.515 0.133 5.894
H -1.054 -1.901 5.461
H -2.179 -1.620 2.750
H -2.935 -2.456 4.137
H -2.216 -4.799 4.657
H -0.765 -6.737 4.083
H 0.990 -6.429 2.321
H 1.144 -4.239 1.171
C -2.285 5.752 -0.296
C -2.715 5.479 0.992
C -2.442 4.253 1.572
C -1.750 3.279 0.866
C -1.366 3.547 -0.442
C -1.617 4.778 -1.019
As -1.180 1.543 1.606
C -2.153 1.669 3.286
C -3.466 1.305 3.527
C -4.004 1.415 4.800
C -3.226 1.897 5.841
C -1.911 2.264 5.616
C -1.364 2.154 4.342
C 0.002 2.500 3.967
C 0.992 2.958 4.828
C 2.267 3.200 4.348
C 2.563 2.990 3.010
C 1.578 2.545 2.142
C 0.301 2.305 2.611
H -2.472 6.721 -0.734
H -3.262 6.228 1.546
H -2.777 4.052 2.583
H -0.869 2.768 -1.011
H -1.294 4.979 -2.031
H -4.080 0.940 2.713
H -5.031 1.127 4.978
H -3.649 1.986 6.832
H -1.311 2.641 6.433
H 0.778 3.112 5.876
H 3.037 3.544 5.024
H 3.564 3.173 2.645
H 1.813 2.371 1.097
O 0.646 -3.285 -1.327
Se -0.509 -4.512 -1.308
O 0.101 -5.782 -0.595
O -1.735 -3.850 -0.404
O -0.995 -4.842 -2.773
*
```

---

# 4
Formula: C48H46FN3NiO6SSi
Source: the Open Molecules 2025 dataset
Level of theory: the ωB97M-V functional and the def2-TZVPD basis

Summary:
**<S²>**: 2.004
**Maximum force**: 2.01 eV Å⁻¹
**Energy relative to the best compared isomer or geometry (same formula, charge and spin)**: 0.0 kJ/mol
**Kohn-Sham gap (alpha / beta)**: 4.677 / 4.541 eV
**E_LUMO (alpha / beta)**: -1.87 / -1.87 eV

The geometry in ORCA input format:
```
! wB97M-V def2-TZVPD RIJCOSX def2/J DEFGRID3
* xyz 0 3
Ni 0.310 -0.686 -1.705
F -1.991 -0.258 4.790
C -0.754 -0.657 4.410
C -0.468 -0.686 3.089
C 0.831 -0.898 2.660
C 1.110 -0.863 1.218
O 0.175 -0.730 0.427
C 2.513 -0.924 0.880
C 3.433 -1.036 1.830
N 3.186 -1.186 3.179
C 4.237 -1.122 4.148
C 5.474 -1.870 3.920
C 4.530 -2.345 4.989
C 1.865 -1.098 3.599
C 1.517 -1.170 4.954
C 0.219 -0.965 5.369
N -0.096 -1.112 6.764
C 0.500 -0.292 7.799
C 0.803 -1.214 9.002
N -0.140 -2.401 8.898
C -1.494 -1.898 8.536
C -1.474 -1.326 7.131
C 3.113 -0.751 -0.535
O 4.332 -0.831 -0.574
O 2.323 -0.490 -1.492
H -1.209 -0.465 2.367
H 4.489 -0.976 1.554
H 4.312 -0.202 4.724
H 6.392 -1.392 4.243
H 5.570 -2.483 3.010
H 4.800 -2.118 6.011
H 3.956 -3.270 4.819
H 2.245 -1.364 5.724
H -0.180 0.518 8.090
H 1.435 0.179 7.492
H 0.530 -0.739 9.937
H 1.817 -1.582 9.032
H -0.133 -2.933 9.776
H 0.230 -2.987 8.120
H -1.730 -1.100 9.256
H -2.239 -2.684 8.687
H -2.062 -0.402 7.133
H -1.987 -1.986 6.417
C 1.286 -3.433 -1.319
O 0.514 -2.599 -2.114
H 1.510 -4.377 -1.847
H 0.753 -3.784 -0.404
H 2.243 -2.982 -0.944
O -0.686 0.996 -1.428
Si -1.626 2.224 -1.440
C -1.694 3.016 0.279
C -0.712 2.719 1.225
C -0.725 3.272 2.498
C -1.770 4.102 2.900
C -2.798 4.356 1.971
C -2.739 3.837 0.697
C -1.044 3.527 -2.675
C -1.519 4.827 -2.797
C -1.050 5.667 -3.799
C -0.150 5.156 -4.728
C 0.405 3.909 -4.589
C -0.049 3.099 -3.549
C -3.440 1.886 -1.869
C -4.214 1.091 -1.026
C -5.511 0.757 -1.349
C -6.079 1.251 -2.518
C -5.273 1.959 -3.388
C -3.976 2.305 -3.063
H 0.116 2.060 0.942
H 0.064 3.052 3.196
H -1.820 4.517 3.900
H -3.607 5.005 2.254
H -3.515 4.067 -0.009
H -2.265 5.212 -2.077
H -1.377 6.683 -3.871
H 0.178 5.817 -5.530
H 1.177 3.556 -5.267
H 0.350 2.115 -3.391
H -3.779 0.737 -0.098
H -6.112 0.128 -0.708
H -7.094 0.992 -2.797
H -5.645 2.257 -4.380
H -3.356 2.905 -3.717
O 0.272 -0.373 -3.871
S -0.142 -1.611 -4.641
C 1.434 -2.279 -5.258
C 1.448 -3.347 -6.157
C 2.672 -3.962 -6.437
C 3.848 -3.556 -5.806
C 3.806 -2.466 -4.940
C 2.609 -1.831 -4.686
C -0.801 -0.976 -6.219
C -1.659 -1.755 -6.971
C -2.261 -1.239 -8.117
C -2.005 0.061 -8.513
C -1.108 0.834 -7.755
C -0.540 0.336 -6.601
H 0.558 -3.685 -6.671
H 2.680 -4.790 -7.155
H 4.818 -4.031 -6.021
H 4.684 -2.089 -4.419
H 2.536 -1.004 -3.964
H -1.887 -2.751 -6.626
H -2.942 -1.848 -8.728
H -2.484 0.469 -9.364
H -0.900 1.886 -8.014
H 0.099 0.919 -5.920
*
```